[1]
Formula: C28H27F5O2PTi
Source: OMol25
Level of theory: ωB97M-V/def2-TZVPD

* energy above the lowest of the compared OMol25 structures with the same formula, charge and spin: 0.0 kcal/mol
* LUMO (alpha / beta): -7.0 / -6.9 eV
* spin multiplicity: 2
* <S²>: 0.756
* electronic energy: -79548.3916 eV
* orbital gap (alpha / beta): 7.6271 / 7.7374 eV
* total charge: +2

Each line ends with the Löwdin charge.
CARTESIAN COORDINATES (ANGSTROEM)
Ti -1.1413 -1.2670 1.0236  1.079
C -1.7478 -1.9653 3.3402  -0.083
C -2.7720 -1.0341 3.1056  -0.060
C -2.4144 0.2663 2.8062  -0.082
C -1.0708 0.6946 2.8180  -0.019
C -0.0307 -0.2645 3.0265  -0.041
C -0.3892 -1.6120 3.2790  -0.090
H -2.0532 -2.9668 3.5774  0.135
H -3.8685 -1.3519 3.1746  0.173
H -3.1780 1.0417 2.6380  0.144
H -0.8244 1.7275 2.6118  0.117
H 1.0058 0.0199 2.9090  0.126
H 0.3421 -2.4198 3.3687  0.138
F 1.1921 -3.1369 0.9533  0.047
C -0.1450 -3.3111 0.6733  -0.354
F -0.2732 -3.4192 -0.6996  0.033
C -0.5177 -4.6453 1.2506  -0.652
F 0.1497 -5.7191 0.8623  0.209
F -1.7752 -4.8386 0.9300  0.183
F -0.3363 -4.5559 2.5631  0.161
C -4.1624 0.0306 -0.3735  -0.052
C -3.9964 -1.4650 -0.3187  -0.191
O -2.5732 -1.8852 -0.3116  -0.172
H -5.1591 0.3199 -0.0375  0.104
H -3.9974 0.4097 -1.3810  0.089
H -3.4542 0.5209 0.3116  0.055
H -4.4227 -1.9020 -1.2341  0.141
H -4.4886 -1.9357 0.5686  0.136
H -2.4222 -2.5470 -0.9905  0.120
O 0.0474 -0.3131 -0.0663  -0.399
P 1.0278 0.7096 -0.7238  0.945
C 0.9792 2.1795 0.2721  -0.276
C 0.1071 3.2038 -0.0688  -0.059
C -0.1101 4.2869 0.7831  -0.052
C 0.5736 4.3772 1.9753  -0.047
C 1.5881 3.4460 2.2560  -0.049
C 1.7864 2.3397 1.4435  -0.085
C 2.6372 -0.0739 -0.8094  -0.281
C 2.7504 -1.4036 -1.2141  -0.059
C 4.0254 -1.9831 -1.3508  -0.024
C 5.1867 -1.2018 -1.1548  -0.010
C 5.0446 0.1186 -0.6870  -0.035
C 3.7833 0.6624 -0.5241  -0.087
C 0.4669 1.1371 -2.3757  -0.302
C 1.2567 1.9040 -3.2381  -0.051
C 0.8070 2.2818 -4.4966  -0.033
C -0.4429 1.8360 -4.9225  -0.050
C -1.1629 1.0306 -4.0948  -0.064
C -0.7381 0.6252 -2.8094  -0.057
H -0.4568 3.1737 -0.9903  0.114
H -0.8070 5.0883 0.5597  0.123
H 0.3973 5.2128 2.6559  0.127
H 2.1673 3.5066 3.1785  0.124
H 2.5106 1.6100 1.7043  0.095
H 1.8552 -2.0090 -1.4028  0.106
H 4.0729 -3.0090 -1.6760  0.114
H 6.1249 -1.6558 -1.2969  0.103
H 5.9008 0.7007 -0.4142  0.113
H 3.6867 1.6728 -0.2086  0.092
H 2.2445 2.2255 -2.9653  0.116
H 1.4300 2.8151 -5.1865  0.117
H -0.7375 2.0805 -5.9511  0.133
H -2.0977 0.6457 -4.4705  0.110
H -1.3805 -0.0088 -2.1752  0.096



[2]
Formula: C2H3NOS
Source: OMol25
Level of theory: ωB97M-V/def2-TZVPD

* energy above the lowest of the compared OMol25 structures with the same formula, charge and spin: 105.2 kcal/mol
* LUMO: -0.8 eV
* SMILES: O/N=C\C=S
* electronic energy: -16490.6384 eV
* orbital gap: 8.0835 eV

Each line ends with the Löwdin charge.
CARTESIAN COORDINATES (ANGSTROEM)
C 0.3535 -0.5164 -0.3529  -0.265
C -0.6588 0.5755 -0.8156  -0.614
H 0.1511 -0.3556 2.4084  0.268
H 0.9232 -1.2409 -1.0902  0.147
H -1.1064 1.0612 -0.0379  0.005
N 0.7351 -0.6975 0.7663  -0.144
O 0.5079 0.3540 1.5045  -0.100
S -0.9056 0.8196 -2.3824  0.704